# 1
Entry from the OMol25 dataset: a molecular structure, C31H66NO19P at a distorted geometry (the ωB97M-V functional and the def2-TZVPD basis).

```
! RIJCOSX wB97M-V def2-TZVPD def2/J DEFGRID3
* xyz -2 1
N 0.0308 -0.3078 -0.4538
H -0.1967 -1.2149 0.0000
H -0.0820 -0.4161 -1.4567
H 0.8188 0.2282 -0.2681
H -0.8269 0.1849 -0.2159
P -1.4968 -1.6352 -1.6655
O -1.1147 -0.1844 -1.9110
O -2.9883 -2.0553 -2.0757
O -1.1022 -1.7879 -0.3412
O -0.4069 -2.3736 -2.4417
O -1.5908 3.2658 1.4648
C -2.2767 2.2034 1.5899
O -3.0407 2.0473 2.6774
C -3.1162 3.1056 3.5372
C -4.1283 2.7736 4.6713
C -2.3461 1.1329 0.5990
H -3.6133 4.1952 3.2012
H -2.1737 3.2356 3.9970
H -3.9216 1.6393 4.8782
H -5.0626 2.8973 4.3449
H -4.0525 3.2536 5.6810
H -3.5328 0.9239 0.6983
H -1.8902 0.2966 0.8665
H -1.9754 1.4255 -0.4202
O -2.4195 -0.4043 -7.4965
C -1.7947 -0.5888 -6.4699
O -0.4602 -0.2883 -6.1965
C 0.0515 -0.3713 -4.8594
C 1.2869 0.6295 -4.8879
C -2.4729 -1.3467 -5.3071
H 0.3469 -1.3279 -4.5405
H -0.8158 -0.0307 -4.1635
H 1.9937 0.2887 -5.4888
H 1.7427 0.6776 -3.8417
H 0.8771 1.6699 -5.2442
H -1.9807 -2.0492 -4.7119
H -3.3859 -1.9262 -5.8114
H -3.1446 -0.7145 -4.6248
O 3.1265 -2.1534 -3.8912
C 2.4140 -1.9002 -2.9679
O 2.4529 -0.7901 -2.1319
C 3.5191 0.1572 -2.3826
C 3.4800 1.2922 -1.4745
C 1.1361 -2.7938 -2.6205
H 3.3148 0.3654 -3.4426
H 4.5098 -0.4983 -2.1860
H 4.1293 2.1169 -1.7332
H 3.9955 0.9038 -0.6400
H 2.3370 1.5736 -1.1246
H 1.1499 -3.1928 -1.5247
H 1.3141 -3.5549 -3.3938
H 0.3527 -2.2017 -3.0712
O 1.9156 1.6472 1.5678
C 2.7940 2.2573 2.1168
O 3.2001 3.4312 1.8064
C 2.2912 4.1819 0.8388
C 2.7285 5.6773 0.8939
C 3.8136 1.6478 3.1054
H 1.2465 4.0209 1.3143
H 2.5717 3.7131 -0.0636
H 2.8229 6.1356 1.9110
H 2.0045 6.1192 0.4132
H 3.7384 5.7821 0.3597
H 3.4098 1.9160 4.0875
H 4.7778 2.0416 3.0965
H 3.9346 0.5317 3.0007
O 0.7808 -5.1804 2.4609
C 0.5660 -4.1156 1.8788
O 1.4778 -3.2576 1.4973
C 2.8952 -3.4447 1.5891
C 3.6587 -2.5644 0.8023
C -0.7847 -3.6494 1.5292
H 3.1340 -4.4559 1.4318
H 3.1239 -3.2663 2.6315
H 3.4766 -1.4160 1.0993
H 3.5650 -2.6526 -0.2577
H 4.6886 -2.8239 1.1484
H -1.5628 -4.4564 1.7680
H -0.9549 -3.8151 0.3450
H -1.0650 -2.6107 1.8351
O 2.3941 3.7903 -2.6006
C 1.1714 3.7234 -2.7098
O 0.4693 4.4494 -3.7737
C 1.1441 4.8605 -4.8851
C 0.2360 5.1359 -6.0208
C 0.2257 3.1439 -1.7537
H 1.8628 4.0646 -5.0197
H 1.8492 5.7658 -4.6177
H 0.7215 5.2250 -7.0110
H -0.3095 5.9850 -5.7883
H -0.5601 4.2829 -6.1344
H -0.8301 3.6408 -1.6339
H 0.5261 3.1348 -0.7974
H 0.0167 2.1121 -1.8849
O -3.1770 -2.2081 4.9035
C -3.3120 -2.6936 3.7671
O -3.6749 -3.9612 3.5826
C -4.2003 -4.7989 4.5351
C -4.6138 -6.1640 4.0255
C -3.0386 -2.0258 2.5146
H -4.9495 -4.3249 4.9174
H -3.4558 -5.0206 5.0735
H -3.8369 -6.6645 3.4564
H -5.5882 -6.0351 3.4128
H -4.8158 -6.9551 4.9329
H -2.9747 -0.8654 2.5109
H -3.6601 -2.1224 1.6139
H -2.0103 -2.2671 2.0047
C -0.1952 -0.0964 3.1123
C 0.8020 -0.7696 4.1014
O 1.8154 -0.2247 4.5477
C 0.4345 -2.2197 4.4342
H -1.1087 -0.1351 3.4279
H 0.0149 -0.7458 2.1485
H 0.3688 0.9596 2.9426
H 0.9525 -2.4697 5.3580
H 0.7431 -3.0296 3.6346
H -0.6547 -2.2456 4.7379
*
```

Output
electronic energy	-3045.72842	hartree
HOMO energy	1.41	eV
energy above the lowest of the compared OMol25 structures with the same formula, charge and spin	234.1	kJ/mol
orbital gap	2.460	eV
E_LUMO	3.87	eV

# 2
Entry from the OMol25 dataset: a molecular structure, C31H67BInO11 at a distorted geometry (the ωB97M-V functional and the def2-TZVPD basis).

```
! RIJCOSX wB97M-V def2-TZVPD def2/J DEFGRID3
* xyz -1 1
C -0.4471 1.9691 4.2453
C 0.1400 2.1236 2.6944
O -0.8363 1.6916 1.6760
C -0.7187 2.4904 0.4339
In -2.0854 4.3194 0.7857
C -3.9283 3.4476 1.8690
O -4.9037 4.4779 2.2596
C -6.0198 3.6853 2.8735
C -5.7696 3.3314 4.4548
B -1.0002 5.8556 2.1295
C -1.5450 5.8823 3.7154
O 0.0895 6.7468 1.6468
H 0.3479 2.4996 4.9565
H -0.5316 0.8094 4.5039
H -1.5242 2.4548 4.3721
H 0.5323 3.2340 2.5412
H 1.0500 1.3606 2.6178
H 0.3763 2.7906 0.1523
H -1.2669 1.8499 -0.4086
H -2.5435 5.0968 -0.8000
H -4.3693 2.6396 1.1152
H -3.5192 2.9279 2.8360
H -6.2351 2.6910 2.2507
H -6.9942 4.3311 2.7876
H -4.6259 3.1642 4.7398
H -6.2594 4.1973 5.1142
H -6.3303 2.2992 4.6665
H -1.3942 6.9518 4.1737
H -2.7022 5.6038 3.7049
H -0.9599 5.0567 4.3204
H 0.3580 7.3944 2.3791
C -0.2859 -1.5161 -1.7695
C -1.3475 -0.7223 -2.4828
O -1.0528 0.1623 -3.2849
C -2.7840 -1.0527 -2.1767
H 0.7026 -1.1688 -2.0886
H -0.3758 -1.3710 -0.6901
H -0.3824 -2.5754 -2.0206
H -2.9852 -0.8870 -1.1153
H -2.9918 -2.0914 -2.4459
H -3.4394 -0.4006 -2.7637
C -3.2859 -5.6063 -1.0598
C -4.3475 -4.8125 -1.7730
O -4.0528 -3.9280 -2.5751
C -5.7840 -5.1430 -1.4669
H -2.2974 -5.2591 -1.3789
H -3.3758 -5.4612 0.0197
H -3.3824 -6.6656 -1.3108
H -5.9852 -4.9772 -0.4055
H -5.9918 -6.1816 -1.7362
H -6.4394 -4.4908 -2.0540
C -9.3274 -5.9141 -4.6807
C -8.2049 -4.9206 -4.5421
O -7.8244 -4.5371 -3.4372
C -7.5661 -4.4145 -5.8077
H -9.6919 -6.1908 -3.6857
H -10.1512 -5.4678 -5.2433
H -8.9665 -6.8146 -5.1840
H -8.3115 -3.9014 -6.4206
H -7.1267 -5.2482 -6.3612
H -6.7717 -3.7045 -5.5544
C -0.6688 -9.3881 -1.4783
C -0.3359 -7.9228 -1.5684
O -0.7071 -7.1293 -0.7051
C 0.4690 -7.4659 -2.7556
H -1.2529 -9.5723 -0.5704
H -1.2645 -9.6876 -2.3443
H 0.2513 -9.9758 -1.4276
H -0.0760 -7.6798 -3.6785
H 1.4398 -7.9679 -2.7618
H 0.6337 -6.3852 -2.6882
C 2.6346 5.1093 3.8920
C 3.5067 4.4285 4.9128
O 3.0201 3.8131 5.8599
C 4.9975 4.5299 4.7298
H 1.5822 4.9522 4.1514
H 2.8371 6.1832 3.8872
H 2.8184 4.6828 2.9026
H 5.3053 5.5781 4.7623
H 5.2866 4.0776 3.7778
H 5.5000 3.9917 5.5405
C 6.8346 7.0981 1.2327
C 7.7067 6.4174 2.2535
O 7.2201 5.8020 3.2007
C 9.1975 6.5188 2.0705
H 5.7822 6.9411 1.4921
H 7.0371 8.1721 1.2279
H 7.0184 6.6717 0.2433
H 9.5053 7.5670 2.1031
H 9.4866 6.0665 1.1185
H 9.7000 5.9805 2.8812
C 2.9346 -4.6315 -5.1233
C 3.8067 -5.3122 -4.1025
O 3.3201 -5.9277 -3.1554
C 5.2975 -5.2109 -4.2855
H 1.8822 -4.7885 -4.8639
H 3.1371 -3.5576 -5.1281
H 3.1184 -5.0580 -6.1127
H 5.6053 -4.1627 -4.2530
H 5.5866 -5.6632 -5.2375
H 5.8000 -5.7491 -3.4748
C 7.3572 1.7005 0.7307
C 6.2955 2.4943 0.0174
O 6.5903 3.3788 -0.7847
C 4.8591 2.1638 0.3235
H 8.3457 2.0477 0.4116
H 7.2672 1.8455 1.8102
H 7.2607 0.6412 0.4796
H 4.6578 2.3296 1.3849
H 4.6513 1.1252 0.0543
H 4.2037 2.8160 -0.2635
*
```

Output
electronic energy	-2263.79025	hartree
HOMO energy	-3.51	eV
orbital gap	5.302	eV
E_LUMO	1.79	eV

# 3
Entry from the OMol25 dataset: 6 unconnected molecules or ions with the total composition C31H67N2O14PS at a distorted geometry (the ωB97M-V functional and the def2-TZVPD basis).

```
! RIJCOSX wB97M-V def2-TZVPD def2/J DEFGRID3
* xyz 0 1
C -6.4777 -0.4804 1.9876
C -4.8735 -0.7195 1.7450
O -4.0401 -0.4797 2.9664
C -4.3523 0.3104 0.5382
N -2.8722 0.0442 0.3753
C -2.0473 1.3106 0.3096
C -0.4509 0.8154 0.3667
O 0.3739 2.0275 0.4917
C 1.7200 1.7403 1.0103
C 2.2431 2.6921 2.0669
P 1.1917 4.1562 2.7382
S 1.0077 3.8224 4.6859
C 3.7530 2.5056 2.6894
O 4.2183 3.4991 3.4756
C 4.6993 1.2018 2.3501
C 4.1660 0.2254 1.3180
N 5.0476 -0.9795 1.0396
C 2.7049 0.5101 0.5553
O 2.4373 -0.3313 -0.4776
H -6.6677 -0.5620 3.1434
H -7.0401 -1.3234 1.3631
H -6.7188 0.6068 1.5582
H -4.5955 -1.8281 1.4074
H -4.5177 -1.0418 3.6687
H -4.6396 1.4277 0.7345
H -4.8786 -0.0952 -0.4519
H -2.6591 -0.5882 -0.4272
H -2.2805 2.0814 1.1893
H -2.2789 1.9156 -0.6918
H -0.2999 0.0606 1.2564
H -0.2647 0.3025 -0.6950
H 1.8176 5.4500 2.5968
H -0.1869 4.1470 2.2314
H 5.7240 1.0591 2.9007
H 5.1235 -1.6167 1.8740
H 4.7413 -1.5098 0.1893
C -3.1828 4.9852 2.2389
O -3.2649 5.4484 3.5822
C -4.6143 5.7075 3.9847
C -5.1843 4.5486 4.8111
O -5.3068 3.3588 4.0274
C -4.2331 2.4502 4.2515
H -2.1949 4.5403 2.0916
H -3.9372 4.2279 2.0136
H -3.2932 5.8293 1.5515
H -5.2462 5.9199 3.1144
H -4.5938 6.6066 4.6094
H -6.1918 4.8168 5.1436
H -4.5753 4.3650 5.7059
H -4.3914 1.9224 5.1963
H -3.2643 2.9543 4.2715
H -4.2267 1.7203 3.4378
C -4.0170 -2.8897 -4.6817
O -3.3433 -2.1185 -3.6931
C -2.2547 -1.3668 -4.2409
C -2.6500 0.0945 -4.4842
O -3.6548 0.2025 -5.4958
C -4.9588 0.3695 -4.9478
H -4.9829 -3.1987 -4.2730
H -4.1976 -2.3237 -5.5984
H -3.4313 -3.7847 -4.9121
H -1.8832 -1.8335 -5.1607
H -1.4458 -1.3931 -3.5034
H -1.7729 0.6398 -4.8461
H -2.9807 0.5740 -3.5536
H -5.0873 1.4042 -4.6177
H -5.1437 -0.3075 -4.1108
H -5.6897 0.1574 -5.7325
C -9.8305 -5.9403 0.0530
O -10.8749 -4.9775 0.1430
C -10.8447 -4.2592 1.3812
C -10.1856 -2.8848 1.2151
O -8.8005 -3.0064 0.8816
C -8.5620 -2.8336 -0.5119
H -9.7307 -6.2379 -0.9944
H -8.8699 -5.5442 0.3901
H -10.0918 -6.8227 0.6447
H -10.3429 -4.8460 2.1596
H -11.8847 -4.1141 1.6914
H -10.2384 -2.3526 2.1699
H -10.7152 -2.2811 0.4666
H -8.5954 -1.7688 -0.7595
H -9.2869 -3.3748 -1.1240
H -7.5635 -3.2162 -0.7385
C 10.4965 1.3885 0.6270
O 11.2613 0.3306 1.1944
C 10.8897 0.0600 2.5504
C 9.9551 -1.1520 2.6433
O 8.6984 -0.8923 2.0127
C 8.6233 -1.4514 0.7049
H 10.6171 1.3517 -0.4591
H 9.4321 1.3015 0.8571
H 10.8730 2.3498 0.9892
H 10.4366 0.9441 3.0138
H 11.8123 -0.1662 3.0949
H 9.7469 -1.3545 3.6985
H 10.4269 -2.0476 2.2183
H 8.4390 -2.5271 0.7768
H 9.5336 -1.2736 0.1280
H 7.7849 -0.9853 0.1808
C 9.8606 -2.2486 -3.1696
O 8.4969 -1.8528 -3.2676
C 8.3366 -0.4331 -3.1739
C 8.1662 0.2035 -4.5584
O 9.3517 0.0665 -5.3460
C 9.2603 -1.0051 -6.2798
H 9.9436 -3.2774 -3.5307
H 10.5203 -1.6195 -3.7716
H 10.1782 -2.2177 -2.1231
H 9.1760 0.0187 -2.6325
H 7.4277 -0.2524 -2.5907
H 7.9892 1.2761 -4.4321
H 7.2989 -0.2185 -5.0827
H 8.6504 -0.6957 -7.1333
H 8.8340 -1.9059 -5.8326
H 10.2680 -1.2379 -6.6336
*
```

Output
electronic energy	-3123.18343	hartree
HOMO energy	-8.18	eV
structure (SMILES)	C[C@H](O)CNCCOC1=C([PH2]=S)C(=O)C=C(N)C1=O.COCCOC.COCCOC.COCCOC.COCCOC.COCCOC
orbital gap	5.985	eV
E_LUMO	-2.20	eV

# 4
Entry from the OMol25 dataset: 10 unconnected molecules or ions with the total composition C31H70BN2O14 at a distorted geometry (the ωB97M-V functional and the def2-TZVPD basis).

```
! RIJCOSX wB97M-V def2-TZVPD def2/J DEFGRID3
* xyz 1 1
C -5.5548 -2.1750 1.2457
C -4.3666 -1.7609 1.6696
C -2.7846 -1.6090 2.1005
N -2.1734 -2.6699 2.8907
C -0.7719 -2.6876 3.3130
C 0.2274 -1.4955 2.9248
C 1.7736 -1.6227 3.4137
B 2.8300 -1.7418 2.1691
O 2.5118 -1.3864 0.7783
O 4.1786 -2.2712 2.3889
C -0.3280 -0.2834 2.0594
C 0.6059 0.9692 1.6168
O 0.8240 1.2073 0.3806
O 1.1895 1.7807 2.6812
N 0.1439 2.0534 3.5328
C 0.4951 3.3667 4.1862
C -0.0022 4.5313 3.1387
C -1.8751 -0.3700 1.6479
C -2.4204 0.8742 0.7128
C -1.9685 0.4833 -0.8090
O -1.4812 -0.6916 -1.0426
H -6.4713 -2.8242 0.9452
H -2.7800 -3.4844 3.1454
H -0.3779 -3.5822 3.9166
H 2.0923 -0.8029 4.1564
H 1.8414 -2.6345 3.9937
H 2.8612 -0.4848 0.5734
H 4.1638 -3.1414 1.8949
H 0.0866 1.3596 4.3114
H 1.6438 3.4111 4.3637
H -0.0649 3.4976 5.1861
H 0.3362 4.1866 2.0943
H 0.5079 5.5153 3.4480
H -1.1520 4.5614 3.1486
H -3.5877 0.9192 0.7244
H -1.9531 1.8954 1.0255
H -2.0075 1.2072 -1.7016
C -5.9379 3.3740 -2.6214
C -4.5646 3.6999 -2.0708
O -3.9267 2.5127 -1.6117
H -6.5570 2.9004 -1.8539
H -6.4417 4.2777 -2.9731
H -5.8633 2.6664 -3.4525
H -4.6447 4.3897 -1.2273
H -3.9358 4.1629 -2.8369
H -3.8527 1.9111 -2.3685
C 0.8181 1.8586 -2.8464
C 0.0113 1.9454 -4.1255
O 0.1467 3.2380 -4.7007
H 0.4833 2.6144 -2.1301
H 0.7187 0.8698 -2.3895
H 1.8776 2.0515 -3.0407
H -1.0476 1.7735 -3.9205
H 0.3476 1.2004 -4.8526
H 1.0867 3.3782 -4.8865
C -6.3307 0.7872 4.9747
C -5.8156 1.4962 3.7386
O -4.4214 1.2581 3.5830
H -5.7995 1.1340 5.8655
H -7.4003 0.9657 5.1098
H -6.1602 -0.2915 4.9016
H -5.9678 2.5745 3.8251
H -6.3347 1.1448 2.8412
H -4.2869 0.3060 3.4948
C -3.1861 -0.0950 -6.7487
C -3.0373 0.4843 -5.3567
O -4.0999 1.3932 -5.0892
H -3.1831 0.7014 -7.4981
H -2.3735 -0.7914 -6.9704
H -4.1394 -0.6230 -6.8485
H -2.0946 1.0289 -5.2685
H -3.0518 -0.3064 -4.5991
H -4.9305 0.9006 -5.1615
C -1.8714 -5.0445 0.6668
C -2.5283 -5.2700 -0.6801
O -3.2635 -4.1153 -1.0641
H -2.6247 -4.8206 1.4277
H -1.3059 -5.9266 0.9785
H -1.1926 -4.1866 0.6272
H -3.2215 -6.1130 -0.6311
H -1.7802 -5.4826 -1.4497
H -2.6405 -3.3743 -1.1139
C 3.3610 1.3844 7.1769
C 2.1340 2.1005 7.7044
O 0.9879 1.7320 6.9452
H 3.5262 1.6304 6.1238
H 4.2505 1.6620 7.7476
H 3.2306 0.2992 7.2342
H 2.2594 3.1829 7.6252
H 1.9556 1.8496 8.7543
H 0.8789 0.7736 7.0279
C 7.8945 -2.3104 1.3080
C 8.0069 -1.7314 2.7041
O 6.9354 -0.8295 2.9474
H 7.9112 -1.5134 0.5593
H 8.7159 -3.0025 1.1051
H 6.9467 -2.8434 1.1851
H 8.9445 -1.1818 2.8157
H 7.9787 -2.5229 3.4597
H 6.1089 -1.3259 2.8553
C 2.4209 -2.4590 -3.3105
C 2.2745 -1.3991 -4.3836
O 0.8989 -1.1602 -4.6501
H 1.9426 -3.3913 -3.6240
H 3.4749 -2.6569 -3.0984
H 1.9288 -2.1436 -2.3852
H 2.7484 -1.7275 -5.3123
H 2.7404 -0.4586 -4.0716
H 0.4897 -0.8617 -3.8244
C 5.4024 -0.5894 -7.7428
C 5.5481 -0.0077 -6.3511
O 4.4839 0.8968 -6.0849
H 5.4031 0.2059 -8.4933
H 6.2177 -1.2833 -7.9632
H 4.4511 -1.1210 -7.8426
H 6.4890 0.5405 -6.2624
H 5.5360 -0.7978 -5.5933
H 3.6550 0.4014 -6.1570
*
```

Output
electronic energy	-2410.21858	hartree
HOMO energy	-11.60	eV
orbital gap	6.586	eV
E_LUMO	-5.01	eV